ORCA calculation (ωB97M-V/def2-TZVPD) on a cluster of 2 separate species, C3H4BrNO in total.

Last column: Mulliken charge in e.
CARTESIAN COORDINATES (ANGSTROEM)
C 0.896 -0.974 1.221  0.1807
C 0.553 -0.225 -1.061  -0.5799
C -1.126 1.069 0.140  -0.2702
N 0.893 -0.741 0.024  -0.0684
O -1.174 0.475 1.189  -0.4105
Br 1.845 -2.172 2.245  -0.0604
H -0.385 -0.690 -1.550  0.3052
H 1.060 0.479 -1.721  0.3097
H -0.671 2.098 0.059  0.2869
H -1.890 0.680 -0.546  0.3069

As for the gap between HOMO and LUMO (spin up / spin down): 8.27 / 8.27 eV. The max |F| is 4.78 eV/Å. As for the net charge: 0. The calculation puts the HOMO energy (spin up / spin down) at -8.29 / -8.29 eV. The energy above the lowest of the compared OMol25 structures with the same formula, charge and spin comes out at 96.4 kcal per mole.

---

ORCA calculation (ωB97M-V/def2-TZVPD) on an isolated molecule of C3H4BrNO2.

Last column: Mulliken charge in e.
CARTESIAN COORDINATES (ANGSTROEM)
N 0.509 -2.117 -0.210  -0.3485
C 0.704 -0.852 0.149  0.6772
O 1.812 -0.405 0.419  -0.6270
C -0.468 0.181 0.012  -0.2277
Br -2.249 -0.512 0.205  -0.1979
C -0.188 1.492 0.040  0.0972
O -1.027 2.480 -0.040  -0.4811
H -0.358 -2.539 -0.425  0.1375
H 1.184 -2.830 -0.251  0.2241
H 0.845 1.677 -0.087  0.3706
H -0.764 3.424 0.188  0.3754

As for the gap between HOMO and LUMO: 9.38 eV. The max |F| is 3.46 eV/Å. As for the net charge: 0. The calculation puts the HOMO energy at -8.96 eV. The energy above the lowest of the compared OMol25 structures with the same formula, charge and spin comes out at 0.0 kcal per mole.